DFT (wB97M-V/def2-TZVPD) results for the molecule C19H31N3O2S.

XYZ file:
```
56
Properties=species:S:1:pos:R:3:forces:R:3
C -3.1851 -1.7749 -2.4901 0.021 0.057 -0.068
H -4.1166 -2.3213 -2.3605 -0.057 0.073 -0.056
O -2.2263 -2.4372 -1.7050 -0.049 -0.178 0.056
C -0.9223 -1.9208 -1.8142 0.165 0.146 -0.019
C -0.6683 -0.6469 -0.9785 -0.332 -0.227 -0.371
N -0.1301 -0.9295 0.3399 -0.376 -0.076 0.355
C -0.7541 -1.8178 1.1592 0.123 -0.104 0.190
N -2.1135 -1.9057 1.1492 0.011 -0.331 -0.101
C -3.0750 -0.9252 0.9340 -0.247 0.636 -0.091
C -4.3874 -1.3191 0.6647 0.214 0.123 -0.013
C -5.3729 -0.3806 0.4659 -0.051 0.285 0.043
C -5.0835 0.9844 0.5379 0.026 -0.130 -0.005
C -3.7849 1.3811 0.8317 -0.290 0.192 -0.091
C -2.7940 0.4341 1.0325 -0.059 -0.330 0.133
H -1.7975 0.7582 1.2930 0.082 0.009 -0.019
H -3.5264 2.4247 0.9184 -0.016 0.101 -0.001
O -6.1318 1.8283 0.3144 -0.013 -0.336 -0.009
C -5.9114 3.2130 0.4182 0.041 0.203 0.012
H -6.8745 3.6805 0.2198 0.092 0.019 0.020
H -5.5741 3.4931 1.4215 0.003 -0.010 -0.039
H -5.1823 3.5622 -0.3208 -0.013 -0.015 0.038
H -6.3874 -0.6769 0.2527 -0.128 -0.055 -0.025
H -4.6208 -2.3713 0.6072 -0.038 -0.147 -0.047
H -2.4605 -2.7777 1.5260 0.224 0.166 0.012
S 0.0618 -2.8490 2.1707 0.242 -0.480 0.391
C 1.2790 -0.6437 0.5758 0.406 0.220 -0.035
C 2.2274 -1.4149 -0.3422 0.031 -0.105 0.341
H 2.0504 -1.1476 -1.3848 0.012 0.018 -0.106
C 3.6705 -1.0697 0.0205 -0.155 -0.089 -0.224
N 3.8799 0.3571 -0.1239 -0.014 -0.109 -0.033
C 3.0546 1.0792 0.8230 -0.204 0.133 -0.182
C 1.5826 0.8512 0.4807 0.077 -0.125 0.196
H 0.9495 1.4084 1.1736 -0.065 0.007 0.027
H 1.4052 1.2223 -0.5293 -0.012 0.086 -0.044
H 3.2790 2.1438 0.7532 0.017 0.000 0.089
H 3.2325 0.7515 1.8625 0.037 0.071 -0.011
C 5.2787 0.7600 -0.1825 0.223 0.246 -0.018
C 6.0163 0.7327 1.1628 -0.180 -0.143 -0.309
H 7.0721 0.9388 1.0070 0.129 0.031 0.043
H 5.6159 1.4849 1.8383 -0.021 0.088 0.106
H 5.9234 -0.2441 1.6317 0.033 -0.089 0.123
C 5.4034 2.1390 -0.8340 0.016 -0.327 0.048
H 4.7829 2.1828 -1.7248 -0.045 0.032 -0.107
H 6.4372 2.3205 -1.1165 0.122 0.094 -0.005
H 5.0964 2.9294 -0.1540 -0.022 0.133 0.073
H 5.7619 0.0364 -0.8508 -0.054 0.061 0.062
H 4.3496 -1.5947 -0.6555 0.022 0.004 0.071
H 3.8701 -1.4192 1.0487 0.039 -0.032 -0.025
H 2.0658 -2.4864 -0.2181 -0.063 -0.040 0.006
H 1.4760 -0.9642 1.6047 -0.012 0.083 -0.221
H 0.0566 -0.0213 -1.4957 -0.063 0.017 0.026
H -1.6029 -0.0835 -0.8982 0.167 0.039 -0.165
H -0.2626 -2.7198 -1.4655 0.048 0.112 -0.070
H -0.6948 -1.7124 -2.8700 0.001 -0.018 0.044
H -3.3381 -0.7365 -2.1751 -0.025 0.008 0.006
H -2.8996 -1.7856 -3.5497 -0.020 0.002 0.001
```
Forces are in eV/Å.

Its structure (SMILES) is COCCN(C(=S)Nc1ccc(OC)cc1)C1CCN(C(C)C)CC1. The calculation puts the LUMO energy at 0.7 eV. The calculation puts the total energy at -39606.08465 eV. For the max |F|, the calculation gives 0.69 eV/Å. Its energy relative to the best compared isomer or geometry (same formula, charge and spin) is 72.3 kJ/mol. The orbital gap is 8.30 eV.

DFT (wB97M-V/def2-TZVPD) results for the molecule C19H31N3O4.

XYZ file:
```
57
Properties=species:S:1:pos:R:3:forces:R:3
C 0.1385 2.6811 -4.7382 -0.018 -0.007 -0.013
C -0.6676 1.6260 -4.8122 0.021 0.013 0.011
C -0.2144 0.2954 -5.3400 -0.008 0.001 0.021
C -2.0933 1.6785 -4.3335 0.001 0.023 0.005
C -2.3130 1.0444 -2.9598 -0.045 -0.085 -0.037
O -3.3551 0.4807 -2.6748 0.020 0.004 0.026
N -1.2850 1.1849 -2.0927 0.032 0.035 -0.006
C -1.3746 0.7237 -0.7122 -0.001 -0.019 0.002
C -1.0689 -0.7814 -0.5952 0.004 -0.009 -0.070
C 0.4255 -1.0752 -0.4342 -0.052 0.043 0.031
C 1.2913 -0.4774 -1.5592 0.010 -0.029 -0.006
C 1.6620 0.9369 -1.0574 -0.010 0.036 -0.005
C 0.9525 1.0617 0.2978 -0.039 -0.033 -0.027
C -0.4989 1.5677 0.2362 -0.002 0.029 -0.007
C -0.5868 3.0634 -0.0377 0.009 -0.010 -0.006
N 0.9094 -0.3361 0.7336 0.036 -0.005 0.017
C 1.0237 -0.6460 2.0493 0.000 -0.029 -0.012
O 1.2955 0.2195 2.8664 0.003 0.048 0.028
C 0.9459 -2.1293 2.5150 -0.010 -0.034 0.008
C -0.3263 -2.8879 2.1152 0.018 0.044 0.017
C 2.1807 -2.8512 1.9740 0.034 -0.017 -0.019
N 1.0644 -2.1395 3.9700 -0.043 -0.027 -0.068
C 0.1513 -1.4544 4.7309 0.021 0.011 -0.019
O -0.9675 -1.1451 4.3987 -0.042 -0.017 -0.035
O 0.6653 -1.2130 5.9515 0.076 -0.013 0.059
C -0.2060 -0.5048 6.8328 -0.045 0.007 -0.017
H -0.2184 3.6371 -4.3725 0.000 0.000 0.000
H 1.1706 2.6271 -5.0625 0.003 -0.001 0.001
H -0.7686 0.0410 -6.2466 0.000 0.003 -0.002
H 0.8498 0.2911 -5.5705 0.003 0.004 0.000
H -0.4209 -0.4979 -4.6166 -0.002 -0.008 0.005
H -2.4446 2.7104 -4.2637 0.030 0.015 -0.004
H -2.7575 1.1524 -5.0191 -0.009 -0.004 0.006
H -0.4678 1.6681 -2.4231 0.014 0.010 0.001
H -2.4194 0.8680 -0.4330 -0.012 -0.002 0.019
H -1.5925 -1.1779 0.2763 0.005 -0.007 0.016
H -1.4734 -1.2892 -1.4736 -0.007 0.004 0.014
H 0.5983 -2.1417 -0.3365 -0.016 -0.016 0.011
H 2.1910 -1.0790 -1.6879 -0.002 -0.003 -0.012
H 0.7591 -0.4705 -2.5090 -0.006 0.001 -0.003
H 2.7385 1.0153 -0.9094 0.000 -0.001 0.010
H 1.3906 1.7323 -1.7525 0.001 -0.001 -0.005
H 1.5129 1.6489 1.0198 0.005 0.010 0.011
H -0.8957 1.3908 1.2407 0.003 -0.009 0.008
H -0.1038 3.3457 -0.9759 0.004 0.004 0.006
H -1.6267 3.3886 -0.0941 -0.005 -0.002 -0.003
H -0.0993 3.6203 0.7636 0.002 0.002 -0.001
H -0.3212 -3.1727 1.0663 0.007 0.018 -0.021
H -0.3658 -3.8033 2.7058 0.009 0.002 0.008
H -1.2190 -2.3106 2.3344 -0.030 0.013 0.006
H 2.1779 -2.8676 0.8845 0.013 -0.006 0.033
H 3.0939 -2.3489 2.3002 0.009 -0.006 -0.004
H 2.1935 -3.8792 2.3373 0.003 -0.003 0.005
H 2.0058 -2.0321 4.3160 0.001 0.021 0.005
H 0.3472 -0.3812 7.7586 0.011 -0.004 0.004
H -0.4649 0.4648 6.4111 -0.003 0.001 0.004
H -1.1186 -1.0725 7.0073 -0.001 0.006 0.005
```
Forces are in eV/Å.

Its structure (SMILES) is C=C(C)CC(=O)N[C@H]1C[C@H]2CC[C@@H]([C@H]1C)N2C(=O)C(C)(C)NC(=O)OC. The calculation puts the LUMO energy at 0.6 eV. The calculation puts the total energy at -32868.30789 eV. For the max |F|, the calculation gives 0.10 eV/Å. Its energy relative to the best compared isomer or geometry (same formula, charge and spin) is 12.2 kJ/mol. The orbital gap is 9.78 eV.

DFT (wB97M-V/def2-TZVPD) results for a cluster of 2 separate species, C19H31N3O6S2 in total.

XYZ file:
```
61
Properties=species:S:1:pos:R:3:forces:R:3
C -0.1008 -0.9700 1.5904 -0.119 0.062 0.013
C -0.1772 0.4609 1.0900 0.006 0.096 -0.031
O -1.0428 1.1852 1.4984 0.013 0.027 0.049
N 0.8206 0.9685 0.1809 0.126 -0.455 -0.031
C 2.1464 0.8976 0.8008 -0.031 0.059 0.083
C 0.7999 0.4209 -1.1750 -0.043 0.083 -0.063
C -0.6071 0.4428 -1.8353 -0.084 0.069 0.043
C -1.5145 1.6422 -1.5196 0.007 0.147 -0.038
C -2.8371 1.2669 -0.8593 -0.057 0.090 0.087
S -3.9289 0.5529 -2.1287 0.135 -0.230 -0.021
C -5.0958 -0.3542 -1.1051 -0.029 0.089 -0.442
S -6.1928 0.4398 -0.1981 -0.055 0.082 0.127
N -5.0190 -1.7117 -1.2546 0.090 0.160 0.762
C -3.6592 -2.2935 -1.1366 -0.182 -0.160 -0.404
C -3.7537 -3.8145 -0.9745 0.033 0.078 -0.035
O -4.8443 -4.3140 -1.7051 0.046 -0.093 -0.012
C -6.0742 -3.9082 -1.1307 -0.047 0.021 0.014
C -6.0067 -2.5034 -0.5266 0.046 -0.227 -0.177
C 1.4534 -0.9620 -1.4324 0.160 -0.004 -0.256
C 2.6839 -0.6562 -2.2964 0.141 -0.177 -0.046
O 2.9887 -1.6267 -3.2685 -0.185 0.029 -0.007
N 2.4244 0.5978 -2.9901 -0.154 -0.170 0.392
C 1.6260 1.3644 -2.0981 0.082 -0.159 0.097
O 1.5868 2.5547 -2.0637 -0.192 0.305 -0.190
H -1.1209 -1.3243 1.7267 -0.004 -0.038 -0.007
H 0.3653 -0.9656 2.5769 0.064 -0.019 -0.015
H 0.4493 -1.6445 0.9418 0.012 0.023 0.017
H 2.3770 -0.0812 1.2414 0.045 -0.010 -0.064
H 2.2252 1.6473 1.5843 -0.036 -0.012 0.037
H 2.9171 1.1244 0.0659 -0.024 0.063 -0.008
H -1.1251 -0.5004 -1.6314 -0.003 0.036 0.153
H -0.4195 0.4335 -2.9123 -0.044 -0.246 -0.013
H -0.9955 2.3525 -0.8772 0.039 -0.043 0.002
H -1.7426 2.1709 -2.4485 0.079 0.083 0.040
H -2.6959 0.5316 -0.0711 -0.010 -0.012 -0.013
H -3.3029 2.1414 -0.4078 -0.088 -0.030 -0.070
H -3.1489 -1.8540 -0.2725 0.085 -0.014 -0.018
H -3.1082 -2.0606 -2.0425 0.044 0.076 0.023
H -3.8154 -4.1071 0.0819 -0.072 0.019 -0.011
H -2.8607 -4.2715 -1.3974 0.044 -0.024 0.073
H -6.8015 -3.9460 -1.9399 -0.019 0.026 0.005
H -6.3832 -4.6166 -0.3516 0.011 -0.013 -0.030
H -6.9810 -2.0303 -0.6093 0.036 0.068 0.064
H -5.7424 -2.5276 0.5373 -0.065 0.018 0.010
H 0.7832 -1.5954 -2.0190 -0.026 0.002 0.032
H 1.7562 -1.5161 -0.5462 -0.090 0.124 0.104
H 3.5492 -0.4988 -1.6404 0.052 0.005 -0.091
H 3.0654 -2.4840 -2.8380 0.039 0.014 -0.011
H 1.9755 0.4310 -3.8862 0.228 0.193 -0.124
O 6.4388 1.2251 1.7859 0.005 0.005 0.045
C 5.8973 2.0030 2.5125 0.006 0.004 -0.075
O 4.5477 2.0251 2.6616 -0.041 -0.019 0.026
C 4.1503 3.1122 3.5155 0.028 0.049 0.010
C 5.3878 3.4380 4.3463 0.039 -0.043 -0.019
C 6.5133 3.0867 3.3768 -0.095 -0.046 0.101
H 3.8452 3.9490 2.8835 0.003 0.011 0.008
H 3.2974 2.7830 4.1043 0.002 -0.026 -0.012
H 5.4003 4.4682 4.6944 -0.002 0.015 -0.038
H 5.4310 2.7830 5.2173 -0.011 0.012 0.010
H 6.7768 3.9222 2.7252 0.021 0.001 0.000
H 7.4182 2.7157 3.8498 0.041 0.026 -0.056
```
Forces are in eV/Å.

Its structure (SMILES) is CC(=O)N(C)[C@]1(CCCSC(=S)N2CCOCC2)C[C@@H](O)NC1=O.O=C1CCCO1. The calculation puts the LUMO energy at 0.2 eV. The calculation puts the total energy at -58630.40692 eV. For the max |F|, the calculation gives 0.78 eV/Å. The orbital gap is 8.38 eV.

DFT (wB97M-V/def2-TZVPD) results for the molecule C19H31N5O3.

XYZ file:
```
58
Properties=species:S:1:pos:R:3:forces:R:3
C 1.9120 -0.0991 3.9361 0.000 -0.015 0.003
C 2.0528 1.2740 3.2948 0.017 0.004 0.038
C 1.5252 2.3766 4.2111 -0.013 -0.004 0.011
C 1.5602 3.7291 3.5225 0.007 0.017 0.022
O 0.8224 3.7096 2.3107 0.013 -0.016 -0.010
C 1.3623 2.7728 1.4029 -0.014 0.026 -0.009
C 1.3087 1.3470 1.9609 -0.028 -0.006 -0.016
C 1.9302 0.4132 0.9310 0.037 -0.002 0.015
O 3.1384 0.2270 0.9202 -0.006 0.007 -0.002
N 1.1021 -0.1520 0.0100 -0.008 -0.016 -0.025
C 1.6544 -1.0506 -0.9871 -0.002 -0.009 -0.028
C -0.3402 0.0199 -0.0114 -0.014 0.045 0.057
C -1.0877 -1.0006 0.8444 -0.003 -0.063 -0.035
C -2.6053 -0.8026 0.7395 0.003 0.030 -0.042
C -3.3746 -2.0920 0.4284 0.004 -0.014 0.046
C -4.8308 -1.7684 0.1751 -0.024 -0.105 0.032
O -5.6399 -1.7775 1.0876 0.022 0.052 0.000
N -5.2104 -1.4412 -1.1039 0.020 0.021 -0.013
C -6.5301 -0.8382 -1.2646 -0.045 -0.023 -0.015
C -6.4832 0.6756 -0.9953 -0.028 0.011 0.013
C -5.2716 1.1980 -1.6870 0.107 0.024 -0.046
C -4.2740 0.4372 -2.2344 -0.064 -0.003 0.072
N -3.3180 1.2516 -2.7353 0.012 0.022 -0.020
N -3.6773 2.4817 -2.5267 0.029 -0.017 0.018
N -4.8535 2.4650 -1.8866 -0.034 -0.002 0.007
C -5.5086 3.7084 -1.5389 -0.015 -0.014 -0.014
C -4.2727 -1.0566 -2.1571 0.006 0.004 -0.046
H 0.8586 -0.3289 4.1248 0.006 -0.001 0.002
H 2.3273 -0.8771 3.2945 -0.004 0.000 0.003
H 2.4354 -0.1383 4.8932 -0.001 0.001 -0.001
H 3.1107 1.4601 3.0876 0.000 0.001 -0.006
H 0.4923 2.1518 4.4998 0.004 0.000 -0.005
H 2.1165 2.4162 5.1301 0.002 0.001 -0.006
H 1.1103 4.5049 4.1411 0.002 0.000 -0.003
H 2.6004 4.0169 3.3117 -0.010 0.000 -0.005
H 0.7822 2.8604 0.4830 0.003 0.004 0.003
H 2.4076 3.0221 1.1737 0.003 -0.002 0.000
H 0.2616 1.0932 2.1468 0.018 0.019 -0.002
H 2.7195 -1.1582 -0.8123 0.007 0.007 0.010
H 1.1796 -2.0328 -0.9226 -0.001 0.005 -0.002
H 1.4911 -0.6505 -1.9905 0.002 -0.007 0.004
H -0.6069 1.0320 0.2936 -0.003 0.002 -0.003
H -0.6678 -0.0671 -1.0512 0.009 -0.004 0.001
H -0.8133 -2.0051 0.5093 -0.002 0.001 0.002
H -0.7498 -0.9237 1.8806 -0.002 -0.004 -0.016
H -3.0066 -0.3746 1.6598 -0.001 0.001 -0.005
H -2.8091 -0.0660 -0.0442 -0.013 0.007 -0.025
H -2.9172 -2.6169 -0.4120 -0.006 0.008 0.015
H -3.3490 -2.7591 1.2892 -0.011 -0.007 -0.003
H -6.8520 -1.0202 -2.2923 0.007 0.006 0.004
H -7.2222 -1.3268 -0.5865 0.005 -0.003 0.007
H -7.3979 1.1470 -1.3613 -0.002 -0.002 0.007
H -6.4236 0.8546 0.0817 -0.001 -0.004 -0.004
H -6.1665 3.5384 -0.6898 0.006 -0.002 0.007
H -4.7489 4.4364 -1.2698 0.011 -0.003 -0.012
H -6.0893 4.0847 -2.3799 -0.008 -0.002 0.004
H -3.2751 -1.4356 -1.9570 -0.009 0.021 0.017
H -4.6031 -1.5054 -3.0981 0.012 0.004 -0.002
```
Forces are in eV/Å.

Its structure (SMILES) is C[C@@H]1CCOC[C@H]1C(=O)N(C)CCCCC(=O)N1CCc2c(nnn2C)C1. The calculation puts the LUMO energy at 0.6 eV. The calculation puts the total energy at -33799.40969 eV. For the max |F|, the calculation gives 0.12 eV/Å. Its energy relative to the best compared isomer or geometry (same formula, charge and spin) is 176.4 kJ/mol. The orbital gap is 9.71 eV.